Record 1
Below is the molecule C3HF3S, with properties calculated with ωB97M-V/def2-TZVPD.

Results
Energy above the lowest of the compared OMol25 structures with the same formula, charge and spin   122.2 kcal per mole
E_HOMO (spin up / spin down)   -9.706 / -9.705 eV
Electronic energy   -812.46435 a.u.
LUMO energy (spin up / spin down)   -1.842 / -1.843 eV
SMILES string   C#S#CC(F)(F)F

Each line ends with the natural charge from an NBO analysis.
Geometry (Å):
F (-1.056422, 1.456302, -0.456834)  -0.3099
H (2.079255, 0.409818, -0.643376)  0.2072
F (-0.619551, 0.607680, 1.401298)  -0.3515
C (-0.163404, -0.696727, -0.785272)  -0.2851
C (2.031676, -0.347996, 0.053036)  -0.4355
S (0.990004, -1.512818, 0.179032)  0.6486
F (-2.269817, -0.180560, 0.158352)  -0.3151
C (-0.991744, 0.264302, 0.093767)  0.8411

Atoms 1-3, force components in eV/Å:
F 0.157 0.945 -1.145
H -0.197 2.125 -1.319
F 0.075 -1.434 -0.995

Record 2
Below is a cluster of 2 separate species, C3HF6NO2 in total, with properties calculated with ωB97M-V/def2-TZVPD.

Results
Energy above the lowest of the compared OMol25 structures with the same formula, charge and spin   75.7 kcal per mole
E_HOMO (spin up / spin down)   -10.384 / -10.372 eV
Electronic energy   -919.10401 a.u.
LUMO energy (spin up / spin down)   -4.133 / -4.142 eV

Each line ends with the natural charge from an NBO analysis.
Geometry (Å):
F (-1.233335, 1.675122, -1.055233)  -0.3376
F (-1.225384, 1.494050, 1.045634)  -0.3549
H (-2.124293, -0.759067, 0.788847)  0.1294
O (2.077335, 1.123495, 0.997645)  -0.1249
F (4.160561, -0.687730, 0.375583)  -0.2464
C (-2.334957, -0.250145, -0.136978)  0.5223
F (-2.280470, -1.105507, -1.124432)  -0.3141
C (-1.132838, 0.725408, -0.081716)  0.7983
F (2.697864, -1.775022, -0.776828)  -0.2304
F (-3.528834, 0.299034, -0.275806)  -0.3105
N (2.104359, 0.128621, 0.334625)  0.1967
C (2.940056, -0.731032, -0.063367)  0.8637
O (-0.120063, -0.137222, -0.027971)  -0.5916

Atoms 1-3, force components in eV/Å:
F 0.689 -0.519 -0.658
F -0.205 -0.141 0.605
H -1.146 -0.531 0.735

Record 3
Below is a structure of composition C3HFLuO2, with properties calculated with ωB97M-V/def2-TZVPD.

Results
Total charge   +1
E_HOMO (spin up / spin down)   -14.032 / -12.813 eV
Electronic energy   -1600.24798 a.u.
LUMO energy (spin up / spin down)   -6.868 / -5.453 eV

Each line ends with the natural charge from an NBO analysis.
Geometry (Å):
Lu (-0.991564, -1.396621, 2.820512)  1.6286
O (-1.029948, 0.506561, -0.197870)  -0.5195
H (1.889516, 0.683273, -1.821158)  0.2141
F (1.082359, 1.060241, 0.663744)  -0.3919
C (0.799986, 0.545918, -1.789317)  -0.0181
C (0.267291, 0.787794, -0.633353)  0.4715
O (-0.726819, -1.639544, 0.361146)  -0.6893
C (-1.290820, -0.547621, 0.596296)  0.3045

Atoms 1-3, force components in eV/Å:
Lu -0.320 0.287 -2.728
O 0.213 1.345 -0.148
H -0.449 -0.160 -1.237

Record 4
Below is the molecule C3HFN2O2, with properties calculated with ωB97M-V/def2-TZVPD.

Results
Energy above the lowest of the compared OMol25 structures with the same formula, charge and spin   148.0 kcal per mole
E_HOMO (spin up / spin down)   -9.070 / -9.067 eV
Electronic energy   -474.51627 a.u.
LUMO energy (spin up / spin down)   -1.749 / -1.750 eV

Each line ends with the natural charge from an NBO analysis.
Geometry (Å):
O (1.198978, 0.844116, 1.320541)  -0.5142
F (-1.589859, -2.218863, 1.438209)  -0.2818
O (-0.811296, 2.312283, -1.025927)  -0.2041
H (0.784817, -0.372088, -1.670868)  0.2270
C (0.409299, -0.299414, -0.670553)  -0.0466
C (0.590675, 0.901157, 0.289263)  0.5287
N (0.172702, 1.813256, -0.535883)  0.1279
C (-0.469324, -1.788779, 0.948624)  0.5340
N (-0.285992, -1.191670, -0.093406)  -0.3709

Atoms 1-3, force components in eV/Å:
O -0.195 0.472 0.349
F -0.791 0.462 -0.357
O 0.650 -0.609 1.220

Record 5
Below is a structure of composition C3HFO2Y, with properties calculated with ωB97M-V/def2-TZVPD.

Results
Total charge   +2
E_HOMO (spin up / spin down)   -16.590 / -17.323 eV
Multiplicity   2
Electronic energy   -402.67155 a.u.
LUMO energy (spin up / spin down)   -10.416 / -11.238 eV

Each line ends with the Löwdin spin population.
Geometry (Å):
C (-0.604522, -0.107287, 0.979422)  -0.2486
Y (-3.134440, -2.299444, 0.504065)  0.9145
O (-0.205698, 1.135295, 0.433022)  0.0940
C (1.771729, 0.903113, -1.066874)  0.2503
H (2.560085, 0.716172, -1.770681)  0.0096
F (0.530873, -0.901969, 0.811593)  -0.0519
C (0.775924, 1.147608, -0.417943)  0.0660
O (-1.693950, -0.593488, 0.527396)  -0.0340

Atoms 1-3, force components in eV/Å:
C 3.444 -0.487 -5.708
Y 0.602 0.825 0.030
O -1.877 -0.340 0.937

Record 6
Below is a structure of composition C3HI3, with properties calculated with ωB97M-V/def2-TZVPD.

Results
Energy above the lowest of the compared OMol25 structures with the same formula, charge and spin   31.1 kcal per mole
E_HOMO (spin up / spin down)   -7.570 / -7.548 eV
Electronic energy   -1007.80319 a.u.
LUMO energy (spin up / spin down)   -3.581 / -3.602 eV

Each line ends with the natural charge from an NBO analysis.
Geometry (Å):
C (1.571443, 0.584693, -0.118359)  -0.2545
I (3.989367, 1.120097, -1.942804)  0.3925
I (3.509691, -2.632324, 0.278295)  -0.5516
C (2.843785, 1.013913, -0.154346)  -0.2676
H (-0.375986, -0.539966, 0.338698)  0.2549
C (0.509580, -0.012393, 0.110537)  0.0856
I (3.942443, 1.553385, 1.690381)  0.3407

Atoms 1-3, force components in eV/Å:
C -2.610 -1.534 0.897
I -0.949 0.077 1.090
I -0.219 0.706 -0.065

Record 7
Below is a cluster of 2 separate species, C3HIN2O2 in total, with properties calculated with ωB97M-V/def2-TZVPD.

Results
Energy above the lowest of the compared OMol25 structures with the same formula, charge and spin   94.2 kcal per mole
E_HOMO (spin up / spin down)   -8.534 / -8.537 eV
Electronic energy   -672.32526 a.u.
LUMO energy (spin up / spin down)   -1.451 / -1.447 eV

Each line ends with the natural charge from an NBO analysis.
Geometry (Å):
H (0.346371, 0.503952, -1.306346)  0.2765
C (0.689360, 0.064344, -0.372378)  -0.1618
I (1.778296, -2.952924, 0.174572)  0.5876
N (1.072253, -0.179948, 0.742093)  -0.0591
C (0.841804, -2.186143, -1.351200)  -0.3227
O (0.536099, -2.769230, 3.546193)  -0.5386
C (0.172711, -1.670953, 3.727947)  1.0404
N (1.565260, -0.843172, 1.544474)  -0.3180
O (0.020192, -0.553973, 3.999077)  -0.5042

Atoms 1-3, force components in eV/Å:
H 0.130 0.394 1.263
C -1.020 -1.541 -3.326
I -0.189 -0.068 -0.023

Record 8
Below is the ion C3HINO with charge +1, with properties calculated with ωB97M-V/def2-TZVPD.

Results
Total charge   +1
Energy above the lowest of the compared OMol25 structures with the same formula, charge and spin   80.3 kcal per mole
E_HOMO   -15.363 eV
Electronic energy   -542.08388 a.u.
LUMO energy   -7.011 eV

Each line ends with the natural charge from an NBO analysis.
Geometry (Å):
O (-0.244028, 2.751394, -1.016425)  -0.3494
C (1.230261, 0.949533, -0.403913)  -0.4624
C (0.733750, 1.990033, -0.978950)  0.6318
N (-1.027179, 2.322091, 1.177354)  -0.1784
I (2.927694, -0.141399, 0.172123)  0.5198
C (-0.840374, 2.793683, 0.139114)  0.4714
H (0.726969, 0.176440, -1.049481)  0.3672

Atoms 1-3, force components in eV/Å:
O 0.095 1.963 -2.371
C 1.534 -1.303 -1.566
C 1.227 -1.577 0.638

Record 9
Below is a structure of composition C3HINOS2, with properties calculated with ωB97M-V/def2-TZVPD.

Results
Total charge   -1
Energy above the lowest of the compared OMol25 structures with the same formula, charge and spin   83.6 kcal per mole
E_HOMO (spin up / spin down)   -3.991 / -3.991 eV
Electronic energy   -1338.92040 a.u.
LUMO energy (spin up / spin down)   1.861 / 1.861 eV

Each line ends with the natural charge from an NBO analysis.
Geometry (Å):
C (-0.911400, 1.172497, 0.096142)  0.3208
N (0.263616, 1.488086, -0.415289)  -0.5329
C (0.704108, 0.233352, -0.408314)  0.4036
S (-1.814562, 2.256437, 0.963288)  -0.1553
C (-0.248522, -0.997033, -0.188642)  -0.1271
O (-1.223417, -0.172224, 0.237717)  -0.4806
H (-0.419518, -1.543958, -1.170355)  0.2359
I (3.191444, 0.158339, 0.095493)  -0.0805
S (0.458253, -2.595492, 0.789957)  -0.5838

Atoms 1-3, force components in eV/Å:
C -4.328 0.385 3.298
N 2.987 -4.358 -0.961
C 4.096 1.081 -0.240

Record 10
Below is a structure of composition C3HKO3, with properties calculated with ωB97M-V/def2-TZVPD.

Results
Energy above the lowest of the compared OMol25 structures with the same formula, charge and spin   87.7 kcal per mole
E_HOMO (spin up / spin down)   -5.604 / -5.608 eV
Electronic energy   -940.35186 a.u.
LUMO energy (spin up / spin down)   -1.446 / -1.445 eV

Each line ends with the natural charge from an NBO analysis.
Geometry (Å):
O (-1.343568, -0.819413, 0.042168)  -0.8643
H (1.926395, 1.007182, 0.406238)  0.0566
K (-4.025183, -0.980118, 0.850910)  0.9903
O (1.760733, -1.067736, -1.352262)  -0.5102
O (-0.051115, 1.006580, 0.614231)  -0.5553
C (1.033473, 1.637476, 0.184107)  0.1362
C (0.881854, -0.491997, -0.788286)  0.3693
C (-0.182591, -0.291977, 0.042892)  0.3774

Atoms 1-3, force components in eV/Å:
O -0.466 0.176 0.153
H 0.021 -0.792 -0.562
K 1.097 0.126 -0.320

Record 11
Below is a structure of composition C3HLiO4Sm, with properties calculated with ωB97M-V/def2-TZVPD.

Results
Total charge   +3
E_HOMO (spin up / spin down)   -20.830 / -19.474 eV
Multiplicity   6
Electronic energy   -1080.09562 a.u.
LUMO energy (spin up / spin down)   -11.747 / -13.771 eV

Each line ends with the Löwdin spin population.
Geometry (Å):
Sm (3.677174, 0.574893, -0.102501)  4.0076
O (-0.579088, -1.438514, 0.542337)  0.1075
C (-1.744914, -0.865540, 2.513030)  0.2067
O (-0.575500, 0.835276, 0.506382)  0.0015
H (-1.212111, -1.828685, -0.147619)  0.0051
O (-2.295706, -0.346186, 3.465640)  0.2243
O (1.306559, -0.362720, 0.095924)  -0.0074
C (-1.263265, -1.735104, 1.716226)  0.4520
C (0.100835, -0.120296, 0.276587)  0.0022
Li (-3.854661, 0.211566, 4.191596)  0.0005

Atoms 1-3, force components in eV/Å:
Sm -0.754 -0.314 -0.099
O -3.119 -4.066 0.171
C -2.464 2.885 5.517

Record 12
Below is the molecule C3HN, with properties calculated with ωB97M-V/def2-TZVPD.

Results
Energy above the lowest of the compared OMol25 structures with the same formula, charge and spin   53.5 kcal per mole
E_HOMO   -11.138 eV
Electronic energy   -169.49642 a.u.
LUMO energy   -1.140 eV

Each line ends with the natural charge from an NBO analysis.
Geometry (Å):
C (-0.174595, -0.141188, 0.735569)  -0.4772
N (0.141560, 0.147487, -1.881368)  -0.1797
H (0.555923, -0.245030, 1.533727)  0.3004
C (-1.409600, -0.068257, 0.345773)  0.1876
C (-0.033782, 0.021359, -0.733119)  0.1689

Atoms 1-3, force components in eV/Å:
C -0.606 0.057 -0.317
N -0.029 -0.136 1.195
H -0.062 0.059 -0.556